Run 1
CH3N3O2S in the gas phase. Source: OMol25; level of theory: ωB97M-V/def2-TZVPD.

Properties
LUMO level = -0.43 eV
Kohn-Sham gap = 9.43 eV
HOMO level = -9.86 eV
SMILES = [H]/N=C(\N)N=S(=O)=O

Structure (XYZ):
```
10
CH3N3O2S, DFT ωB97M-V/def2-TZVPD
C 0.19057 0.27645 0.44782
N -0.81393 -0.10490 -0.42636
N 0.75884 -0.54986 1.21850
N 0.43347 1.62804 0.36042
O 0.25326 -2.29884 -1.37567
O -2.06681 -1.64039 -1.88830
S -0.84834 -1.41677 -1.19067
H 1.44658 -0.14681 1.84452
H -0.24234 2.18441 -0.13457
H 0.88871 2.06867 1.14429
```

Run 2
A molecular structure, CH3N3O2S. Source: OMol25; level of theory: ωB97M-V/def2-TZVPD.

Properties
LUMO level (spin up / spin down) = -2.00 / -2.64 eV
Kohn-Sham gap (spin up / spin down) = 9.02 / 8.17 eV
HOMO level (spin up / spin down) = -11.02 / -10.81 eV

Structure (XYZ):
```
10
CH3N3O2S, DFT ωB97M-V/def2-TZVPD
C 1.08088 0.24511 0.27677
N 0.59142 1.53277 0.47334
N -1.15694 1.35407 0.18279
N 0.41523 -0.40530 -0.75319
O -2.02141 -0.27841 -1.53028
O -1.55937 -0.91082 0.86696
S -1.27131 -0.12889 -0.33180
H 2.19832 0.28643 0.19462
H 0.98022 -0.32624 1.32613
H 0.74296 -1.36871 -0.70535
```

Run 3
CH3N3O2S in the gas phase. Source: OMol25; level of theory: ωB97M-V/def2-TZVPD.

Properties
LUMO level (spin up / spin down) = -0.42 / -1.28 eV
Kohn-Sham gap (spin up / spin down) = 8.49 / 7.73 eV
HOMO level (spin up / spin down) = -8.91 / -9.01 eV
SMILES = NC(=O)/[N+]([S-])=N/O

Structure (XYZ):
```
10
CH3N3O2S, DFT ωB97M-V/def2-TZVPD
C 1.04102 -0.61119 -0.11843
N -1.13585 0.52770 0.17449
N 1.21153 -0.30502 1.20801
N -0.13664 -0.12920 -0.75929
O 1.86365 -1.13272 -0.80434
O -2.27744 0.72631 -0.48293
S -0.60919 -0.24258 -2.29744
H 0.41614 -0.20041 1.74604
H 2.19607 -0.19772 1.50749
H -2.56927 1.56484 -0.17361
```

Relative stability in kcal/mol, measured from the most stable structure: run 1 0.0; run 2 106.9; run 3 49.4

Run 1
A molecular structure, C39H35F9N3O7PS3SeTl. Source: OMol25; level of theory: ωB97M-V/def2-TZVPD.

Properties
LUMO level = 1.98 eV
Kohn-Sham gap = 7.39 eV
HOMO level = -5.41 eV
Net charge = -1

Structure (XYZ):
```
99
C39H35F9N3O7PS3SeTl, DFT ωB97M-V/def2-TZVPD
Tl -0.50389 -0.53230 0.85666
N -0.88013 0.92619 2.71358
C -1.73755 2.09947 2.85219
C -3.13503 1.75554 3.35804
C -4.02613 0.98275 2.38238
C -3.74230 -0.52434 2.28386
N -3.05117 -0.86651 1.04107
H -1.01111 0.28610 3.49518
H 0.10328 1.18895 2.78776
H -1.80431 2.59492 1.87852
H -1.29346 2.80325 3.56610
H -3.63726 2.69777 3.59832
H -3.03844 1.18723 4.28691
H -3.93578 1.43701 1.39102
H -5.05900 1.11824 2.71454
H -4.69438 -1.06925 2.35621
H -3.10235 -0.86079 3.10239
H -3.53003 -0.47757 0.23374
H -3.01506 -1.87808 0.93786
O 2.91117 -0.56330 3.73135
S 2.39300 -0.56975 2.39890
O 1.49768 -1.67969 2.02739
O 1.81240 0.70365 1.95225
C 3.82784 -0.77268 1.34523
C 5.05027 -1.13300 1.88201
C 6.16390 -1.18713 1.06057
C 6.04524 -0.87736 -0.28763
C 4.81086 -0.55368 -0.82596
C 3.68465 -0.50929 -0.00545
P 2.00992 -0.12685 -0.64583
C 2.36272 1.52274 -1.35712
C 2.43049 1.84065 -2.70843
C 2.60558 3.15898 -3.10381
C 2.71581 4.16915 -2.16277
C 2.67434 3.85387 -0.81195
C 2.49349 2.54248 -0.41179
C 1.90082 -1.27133 -2.06278
C 0.97523 -1.01772 -3.07514
C 0.74106 -1.95982 -4.06209
C 1.39261 -3.18200 -4.03017
C 2.26467 -3.46776 -2.99096
C 2.51524 -2.52184 -2.01204
H 5.09134 -1.34787 2.93939
H 7.12669 -1.45905 1.46974
H 6.92194 -0.89609 -0.92218
H 4.72037 -0.33458 -1.88204
H 2.35677 1.06945 -3.46112
H 2.65582 3.40001 -4.15752
H 2.83086 5.19801 -2.47869
H 2.77502 4.63324 -0.06796
H 2.43728 2.28261 0.63574
H 0.43890 -0.07757 -3.08245
H 0.04092 -1.74381 -4.85735
H 1.21218 -3.91417 -4.80649
H 2.75508 -4.43151 -2.94534
H 3.19110 -2.75494 -1.20032
F -2.40700 -4.21539 3.94131
C -1.52083 -3.59726 4.75510
F -1.14395 -4.50323 5.66416
F -2.22771 -2.64952 5.39110
S -0.08551 -2.86686 3.73209
O -0.89690 -1.80380 3.13633
O 0.25433 -4.02817 2.97559
N 0.91318 -2.55006 4.88230
S 0.72314 -1.23630 5.74994
O -0.14999 -1.47289 6.86760
O 0.42085 -0.02209 5.04318
C 2.40139 -1.16153 6.63630
F 3.29877 -2.05594 6.22876
F 2.97176 0.04393 6.66944
F 2.16962 -1.47144 7.92853
Se -0.41283 -3.04793 0.25291
C -1.36140 -3.27242 -1.44600
C -1.86968 -2.25315 -2.24516
C -2.53882 -2.56162 -3.42011
C -2.72138 -3.87882 -3.80677
C -2.20822 -4.90138 -3.01897
C -1.53448 -4.59981 -1.85146
H -1.73483 -1.22094 -1.94447
H -2.91495 -1.76151 -4.04437
H -3.26219 -4.11493 -4.71289
H -2.33675 -5.93331 -3.31853
H -1.13793 -5.38229 -1.21412
F -2.44039 6.77605 -5.41097
C -3.38649 6.04496 -4.78063
F -4.06958 6.92649 -4.01444
F -4.24449 5.64500 -5.73502
C -2.81056 4.92575 -3.97149
C -1.90405 5.23967 -2.96259
C -1.40005 4.24139 -2.15632
C -1.80062 2.91330 -2.33650
C -2.67718 2.60811 -3.38044
C -3.18152 3.60640 -4.19265
C -1.35719 1.91104 -1.42906
C -1.01400 1.09502 -0.59874
H -1.60892 6.26988 -2.81832
H -0.69734 4.47138 -1.36940
H -2.96890 1.58171 -3.54357
H -3.86552 3.37184 -4.99513
```

Run 2
A molecular structure, C39H35F9N3O7PS3SeTl. Source: OMol25; level of theory: ωB97M-V/def2-TZVPD.

Properties
LUMO level = 2.07 eV
Kohn-Sham gap = 7.64 eV
HOMO level = -5.57 eV
Net charge = -1

Structure (XYZ):
```
99
C39H35F9N3O7PS3SeTl, DFT ωB97M-V/def2-TZVPD
Tl 0.80150 -0.38115 1.22437
N 1.81618 -2.68379 0.43075
C 2.85936 -2.98939 -0.55135
C 2.51467 -2.43401 -1.93801
C 3.17523 -1.09321 -2.27060
C 2.41687 0.12653 -1.75658
N 2.51527 0.31610 -0.29930
H 2.15299 -2.96510 1.34796
H 0.98111 -3.22517 0.22906
H 3.00765 -4.07373 -0.62610
H 3.79595 -2.56697 -0.18904
H 1.42685 -2.32881 -2.00568
H 2.82559 -3.16406 -2.68833
H 3.24370 -0.99556 -3.35703
H 4.18997 -1.06477 -1.87094
H 1.35658 0.02673 -2.01091
H 2.80304 1.00837 -2.27570
H 2.48624 1.30377 -0.06260
H 3.41367 -0.01767 0.04720
O -1.05280 1.21264 1.94194
S -0.21995 2.42385 2.02261
O -0.06366 2.97768 3.33805
O 1.04459 2.20292 1.28383
C -1.14540 3.65985 1.07113
C -1.68266 4.73653 1.76341
C -2.40285 5.70729 1.09379
C -2.59065 5.60691 -0.27229
C -2.07929 4.53010 -0.96901
C -1.36139 3.52690 -0.31349
P -0.66706 2.13065 -1.29644
C 0.24857 3.28109 -2.42471
C -0.14533 3.63347 -3.71176
C 0.64809 4.47158 -4.48450
C 1.84254 4.96407 -3.98448
C 2.23023 4.64059 -2.69127
C 1.43985 3.80716 -1.91826
C -2.16179 1.71521 -2.28456
C -3.44078 1.84362 -1.74577
C -4.54895 1.35714 -2.42272
C -4.39859 0.71501 -3.64091
C -3.12848 0.55490 -4.17512
C -2.02131 1.03440 -3.49510
H -1.51676 4.78805 2.83100
H -2.81055 6.55050 1.63533
H -3.14483 6.37242 -0.80061
H -2.23588 4.45940 -2.03797
H -1.07619 3.25830 -4.11552
H 0.33471 4.73745 -5.48673
H 2.47216 5.59754 -4.59587
H 3.15749 5.03349 -2.29470
H 1.74117 3.55705 -0.90703
H -3.56949 2.31886 -0.78226
H -5.53655 1.47252 -1.99417
H -5.26469 0.32973 -4.16316
H -3.00337 0.04347 -5.12186
H -1.03297 0.87835 -3.91223
F 4.41154 -1.96904 5.14611
C 5.17733 -1.43504 4.19278
F 6.41802 -1.90181 4.36643
F 5.19427 -0.11939 4.36963
S 4.53341 -1.88478 2.48513
O 3.71726 -0.75269 2.10682
O 3.89917 -3.15330 2.68017
N 5.81799 -2.04543 1.58485
S 6.40780 -0.71939 0.93801
O 7.06273 0.15868 1.85564
O 5.59148 -0.13601 -0.09202
C 7.75876 -1.54342 -0.05322
F 8.53809 -2.33812 0.67889
F 7.22353 -2.28125 -1.03497
F 8.53770 -0.62083 -0.62868
Se 1.31483 -1.14543 3.64039
C -0.36830 -1.41301 4.57039
C -0.37655 -2.40568 5.54908
C -1.48597 -2.57497 6.36121
C -2.60014 -1.76491 6.19832
C -2.60616 -0.80458 5.19817
C -1.49703 -0.62324 4.38456
H 0.49846 -3.03330 5.66659
H -1.48473 -3.33983 7.12784
H -3.45649 -1.87944 6.85078
H -3.47689 -0.17617 5.05737
H -1.50372 0.13187 3.61594
F -7.82498 -3.95255 -1.27530
C -6.66891 -4.60283 -1.52671
F -6.71494 -5.73397 -0.78253
F -6.72700 -5.00207 -2.81226
C -5.45880 -3.78255 -1.21747
C -5.41152 -3.06907 -0.02488
C -4.26900 -2.37048 0.31353
C -3.15270 -2.39074 -0.52755
C -3.22166 -3.09944 -1.72888
C -4.36763 -3.78783 -2.07651
C -1.94206 -1.74865 -0.13756
C -0.87455 -1.26016 0.16159
H -6.26292 -3.08431 0.64253
H -4.21616 -1.82106 1.24292
H -2.35958 -3.11059 -2.37928
H -4.41361 -4.34201 -3.00357
```

Relative stability in kcal/mol, measured from the most stable structure: run 1 25.2; run 2 0.0

Run 1
A molecular structure, C3H6S3. Source: OMol25; level of theory: ωB97M-V/def2-TZVPD.

Properties
LUMO level = -0.02 eV
Kohn-Sham gap = 8.82 eV
HOMO level = -8.84 eV

Structure (XYZ):
```
12
C3H6S3, DFT ωB97M-V/def2-TZVPD
C 0.12494 0.36401 -0.31948
C 1.14726 -0.22162 0.19170
C -1.18018 -0.00632 0.33038
S 3.18450 0.56679 -0.49698
S -1.92735 -1.18070 -0.99068
S -2.17614 1.45131 0.55332
H -0.06168 0.86781 -1.24182
H 1.44638 -0.93819 0.89825
H -1.05891 -0.62034 1.16544
H 3.81014 -0.15736 0.45744
H -1.65268 -2.24307 -0.10253
H -1.65629 2.11767 -0.44505
```

Run 2
C3H6S3 in the gas phase. Source: OMol25; level of theory: ωB97M-V/def2-TZVPD.

Properties
LUMO level = -0.28 eV
Kohn-Sham gap = 8.23 eV
HOMO level = -8.51 eV

Structure (XYZ):
```
12
C3H6S3, DFT ωB97M-V/def2-TZVPD
C 1.52626 1.68720 0.57645
C -0.65922 -0.09109 -0.08005
C 1.95934 -1.30843 -0.54909
H 2.52826 1.68827 -0.00525
H 1.38956 2.64873 1.18561
H 1.53806 0.82381 1.27681
H 2.82098 -1.22842 0.30811
H 1.92195 -0.10698 -1.03130
H 2.01516 -2.29232 -1.31825
S 0.03456 1.45817 -0.38115
S -2.25558 -0.19822 0.02695
S 0.39774 -1.46366 0.34797
```

Relative stability in kcal/mol, measured from the most stable structure: run 1 24.5; run 2 0.0

Run 1
C8H11NO in the gas phase. Source: OMol25; level of theory: ωB97M-V/def2-TZVPD.

Properties
LUMO level = 0.80 eV
Kohn-Sham gap = 9.49 eV
HOMO level = -8.69 eV
SMILES = C#C/C=C\[C@H](C)/N=C(\C)O

Structure (XYZ):
```
21
C8H11NO, DFT ωB97M-V/def2-TZVPD
C -2.15013 -0.20363 1.37430
C -1.36398 -1.15328 0.85974
C -1.92174 1.16685 1.19166
C -1.99633 2.38293 1.33304
C 0.69391 1.33431 -0.72151
C -0.07464 -0.74987 0.12290
C 0.65487 1.12892 -2.21164
C 1.09829 -1.61496 0.65856
N 0.36013 0.61802 0.25653
O 0.92411 2.63992 -0.39037
H -3.00755 -0.54383 1.79022
H -1.51661 -2.13666 0.79162
H 0.91801 2.92304 0.54471
H -1.96193 3.38086 0.99013
H -0.05185 -1.11561 -0.92081
H 0.94803 2.18254 -2.67093
H -0.23725 0.73825 -2.52547
H 1.38500 0.32383 -2.43663
H 1.93051 -1.28681 0.19880
H 1.18077 -2.69516 0.50657
H 1.11445 -1.30489 1.79763
```

Run 2
C8H11NO in the gas phase. Source: OMol25; level of theory: ωB97M-V/def2-TZVPD.

Properties
LUMO level = 0.78 eV
Kohn-Sham gap = 10.13 eV
HOMO level = -9.35 eV
SMILES = C#C[C@H]1[C@@H](C)[C@H]1CC(N)=O

Structure (XYZ):
```
21
C8H11NO, DFT ωB97M-V/def2-TZVPD
C 1.45518 1.11729 -1.66887
C 0.22469 1.54726 -0.91055
C -0.79684 0.57801 -0.39705
C -0.65590 -0.90977 -0.59643
C -1.62250 -1.77950 0.18605
N -1.49177 -1.82446 1.52273
C 0.08951 1.33807 0.58952
C 1.11316 0.63875 1.32813
C 1.97197 0.05751 1.95630
H 1.88556 0.18768 -1.27488
H 1.21578 0.96148 -2.73038
H 2.22990 1.89401 -1.60535
H -0.19315 2.49759 -1.24901
H -1.82856 0.93674 -0.43132
H -0.79378 -1.16150 -1.65792
H 0.35139 -1.25943 -0.32962
H -0.39472 2.14122 1.14907
H 2.71228 -0.48281 2.51894
O -2.26529 -2.67285 -0.37777
H -1.77275 -1.01828 2.06396
H -1.43416 -2.78701 1.91447
```

Relative stability in kcal/mol, measured from the most stable structure: run 1 40.1; run 2 0.0